Computed, not measured: a 10-piece molecular cluster, H20O10 overall, with ωB97M-V/def2-TZVPD.

Each atom is followed by the atoms it is bonded to, with distances in Å.
CARTESIAN COORDINATES (ANGSTROEM)
1 O 9.2180 -7.1360 6.4700  H2 0.975, H3 0.962
2 H 10.0170 -6.5770 6.4620  O1 0.975
3 H 8.9030 -7.1600 7.3790  O1 0.962
4 O 6.3540 -9.0400 6.9870  H5 0.953, H6 0.911
5 H 6.4000 -9.2620 6.0610  O4 0.953
6 H 6.2980 -8.1370 7.0920  O4 0.911
7 O 3.5310 -8.1180 7.2630  H8 0.976, H9 0.997
8 H 3.5860 -7.1510 7.3820  O7 0.976
9 H 3.7900 -8.3590 6.3310  O7 0.997
10 O 5.5950 -6.0000 6.7450  H11 0.989, H12 0.964
11 H 4.9900 -5.7890 7.4990  O10 0.989
12 H 6.3940 -5.6560 7.1600  O10 0.964
13 O 3.7070 -8.7120 4.5930  H14 0.991, H15 0.961
14 H 4.5980 -8.5270 4.2010  O13 0.991
15 H 3.2080 -8.0050 4.1750  O13 0.961
16 O 6.4340 -10.0130 4.3500  H17 0.920, H18 0.967
17 H 7.1640 -10.3120 4.8230  O16 0.920
18 H 6.7720 -9.3250 3.7600  O16 0.967
19 O 5.5130 -8.8010 10.0890  H20 0.987, H21 0.986
20 H 6.1960 -9.3450 9.6280  O19 0.987
21 H 5.8220 -8.8710 11.0230  O19 0.986
22 O 5.1470 -11.1440 8.1810  H23 0.956, H24 0.957
23 H 4.4030 -10.9070 8.7330  O22 0.956
24 H 5.2660 -10.3020 7.7430  O22 0.957
25 O 8.6610 -10.9490 5.7390  H26 0.948, H27 0.945
26 H 9.5270 -10.6320 5.9570  O25 0.948
27 H 8.8370 -11.7950 5.3570  O25 0.945
28 O 7.9540 -9.9130 8.9720  H29 0.993, H30 0.966
29 H 7.5900 -9.6540 8.0850  O28 0.993
30 H 8.7130 -10.4800 8.7820  O28 0.966

- Kohn-Sham gap: 9.695 eV
- Multiplicity: 1
- SMILES: O.O.O.O.O.O.O.O.O.O
- LUMO level: 0.006 eV
- Maximum force: 3.36 eV/Å
- E_HOMO: -9.69 eV
- E_tot: -20799.5400 eV

---

Computed, not measured: a 10-piece molecular cluster, H20O10 overall, with ωB97M-V/def2-TZVPD.

Each atom is followed by the atoms it is bonded to, with distances in Å.
CARTESIAN COORDINATES (ANGSTROEM)
1 O 0.1429 0.7069 -0.6460  H2 0.973, H3 0.913
2 H 0.5255 1.4696 -0.1789  O1 0.973
3 H -0.3381 0.1800 -0.0759  O1 0.913
4 O -3.4803 0.7312 0.4858  H5 1.032, H6 0.935
5 H -3.1632 0.9348 1.4463  O4 1.032
6 H -4.0672 1.4186 0.2464  O4 0.935
7 O 3.4832 -2.0263 0.7629  H8 0.978, H9 1.024
8 H 2.5825 -1.6452 0.7782  O7 0.978
9 H 3.5581 -2.3152 1.7423  O7 1.024
10 O -1.3165 3.3108 -0.2319  H11 0.928, H12 0.968
11 H -1.0062 2.6598 0.3528  O10 0.928
12 H -1.9150 2.9835 -0.9188  O10 0.968
13 O 2.1160 2.7307 2.5602  H14 0.978, H15 1.021
14 H 2.0541 2.5340 3.5165  O13 0.978
15 H 1.8886 1.8670 2.0651  O13 1.021
16 O -3.7310 0.5090 -1.6404  H17 0.913, H18 0.970
17 H -4.1142 -0.0665 -1.0444  O16 0.913
18 H -4.4577 0.5000 -2.2832  O16 0.970
19 O 0.3305 -2.1835 2.6375  H20 0.910, H21 0.979
20 H -0.4879 -2.4683 2.9162  O19 0.910
21 H 0.2435 -1.7086 1.7858  O19 0.979
22 O -2.1581 -2.6544 -0.0230  H23 0.968, H24 1.012
23 H -2.3992 -3.5616 0.2135  O22 0.968
24 H -3.0912 -2.3896 -0.3127  O22 1.012
25 O 5.3207 1.2392 -2.0758  H26 0.920, H27 0.990
26 H 5.8691 1.2441 -2.8147  O25 0.920
27 H 4.5039 1.7771 -2.2284  O25 0.990
28 O 1.0998 -2.2300 -2.1801  H29 0.967, H30 1.007
29 H 0.4926 -2.1979 -2.9320  O28 0.967
30 H 1.5148 -1.3494 -1.9233  O28 1.007

- Kohn-Sham gap: 10.640 eV
- Multiplicity: 1
- SMILES: O.O.O.O.O.O.O.O.O.O
- LUMO level: -0.208 eV
- Maximum force: 5.76 eV/Å
- E_HOMO: -10.85 eV
- E_tot: -20797.2804 eV

---

Computed, not measured: a 10-piece molecular cluster, H20O10 overall, with ωB97M-V/def2-TZVPD.

Each atom is followed by the atoms it is bonded to, with distances in Å.
CARTESIAN COORDINATES (ANGSTROEM)
1 O 2.1335 -0.2966 -1.5788  H2 0.996, H3 0.963
2 H 2.4719 -1.2154 -1.3989  O1 0.996
3 H 1.3401 -0.2247 -1.0383  O1 0.963
4 O -0.3239 2.6761 1.6363  H5 0.964, H6 0.964
5 H -0.6363 3.5580 1.8683  O4 0.964
6 H 0.1781 2.3860 2.4060  O4 0.964
7 O 0.7590 -2.8675 1.4301  H8 0.965, H9 0.966
8 H 0.4508 -2.8805 2.3443  O7 0.965
9 H 0.4364 -3.6964 1.0534  O7 0.966
10 O -3.5556 -0.0080 -0.4741  H11 0.980, H12 0.961
11 H -2.8307 -0.1086 -1.1262  O10 0.980
12 H -4.3580 0.0140 -1.0032  O10 0.961
13 O 3.1059 -1.1914 1.9279  H14 0.966, H15 0.963
14 H 2.3353 -1.7650 1.8261  O13 0.966
15 H 3.4905 -1.4437 2.7735  O13 0.963
16 O -1.5257 0.0245 -2.2529  H17 0.963, H18 0.971
17 H -1.1668 0.4869 -3.0176  O16 0.963
18 H -0.8210 0.0645 -1.5865  O16 0.971
19 O -3.1041 2.2736 1.0575  H20 0.966, H21 0.977
20 H -2.1806 2.5482 0.9814  O19 0.966
21 H -3.1823 1.5003 0.4658  O19 0.977
22 O -0.2289 2.7784 -2.1057  H23 0.961, H24 0.962
23 H 0.0604 1.9009 -1.8397  O22 0.961
24 H 0.5693 3.3146 -2.0643  O22 0.962
25 O -0.1806 0.1892 0.1280  H26 0.964, H27 0.971
26 H -0.1852 -0.5163 0.7850  O25 0.964
27 H -0.3532 1.0011 0.6316  O25 0.971
28 O 2.3708 -2.7916 -0.9964  H29 0.965, H30 0.969
29 H 3.1926 -3.0463 -0.5586  O28 0.965
30 H 1.7384 -2.6643 -0.2738  O28 0.969

- Kohn-Sham gap: 9.657 eV
- Multiplicity: 1
- SMILES: O.O.O.O.O.O.O.O.O.O
- LUMO level: -0.431 eV
- Maximum force: 1.36 eV/Å
- E_HOMO: -10.09 eV
- E_tot: -20800.0123 eV

---

Computed, not measured: a 10-piece molecular cluster, H20O10 overall, with ωB97M-V/def2-TZVPD.

Each atom is followed by the atoms it is bonded to, with distances in Å.
CARTESIAN COORDINATES (ANGSTROEM)
1 O -0.0441 -0.7339 -0.3068  H2 0.969, H3 0.928
2 H -0.6996 -1.2568 -0.7920  O1 0.969
3 H -0.2176 0.1064 -0.6605  O1 0.928
4 O -1.0380 -1.1118 3.1869  H5 0.939, H6 0.890
5 H -1.2820 -0.2119 3.0799  O4 0.939
6 H -1.5146 -1.3232 3.9088  O4 0.890
7 O 2.0117 -3.6447 0.0799  H8 0.924, H9 0.973
8 H 1.5074 -4.2781 -0.3649  O7 0.924
9 H 1.3844 -3.3653 0.7694  O7 0.973
10 O 0.7327 3.4996 -1.4712  H11 0.918, H12 0.961
11 H 1.2213 2.8686 -1.9256  O10 0.918
12 H 1.1593 4.2976 -1.7942  O10 0.961
13 O 3.0825 0.2914 0.9359  H14 0.958, H15 0.982
14 H 2.9991 -0.1542 1.7802  O13 0.958
15 H 4.0070 -0.0079 0.7939  O13 0.982
16 O 1.1011 1.9360 0.7034  H17 0.892, H18 1.002
17 H 1.6809 1.9358 1.3808  O16 0.892
18 H 1.6022 1.4270 0.0010  O16 1.002
19 O -1.4379 2.8063 1.0668  H20 0.946, H21 0.902
20 H -1.9264 2.7357 0.2601  O19 0.946
21 H -1.0010 3.5766 0.8955  O19 0.902
22 O -4.2182 -1.6352 -1.0924  H23 1.010, H24 0.973
23 H -4.1476 -1.1686 -1.9852  O22 1.010
24 H -5.0476 -2.1284 -1.2170  O22 0.973
25 O -2.5433 -0.1717 -0.8582  H26 0.953, H27 0.902
26 H -3.2784 -0.0296 -0.2692  O25 0.953
27 H -2.3114 -1.0405 -0.9220  O25 0.902
28 O 2.7771 -1.4384 -1.9109  H29 0.935, H30 0.992
29 H 2.6903 -0.6014 -2.3187  O28 0.935
30 H 2.7508 -1.1794 -0.9537  O28 0.992

- Kohn-Sham gap: 10.475 eV
- Multiplicity: 1
- SMILES: O.O.O.O.O.O.O.O.O.O
- LUMO level: 0.356 eV
- Maximum force: 5.57 eV/Å
- E_HOMO: -10.12 eV
- E_tot: -20796.9694 eV

---

Computed, not measured: a 10-piece molecular cluster, H20O10 overall, with ωB97M-V/def2-TZVPD.

Each atom is followed by the atoms it is bonded to, with distances in Å.
CARTESIAN COORDINATES (ANGSTROEM)
1 O 2.0842 -1.2854 -0.8174  H2 0.838, H3 0.969
2 H 2.5147 -0.6510 -1.1562  O1 0.838
3 H 2.1660 -1.9714 -1.4973  O1 0.969
4 O 0.5833 3.4675 1.6560  H5 1.021, H6 0.984
5 H 1.2439 3.6085 0.8900  O4 1.021
6 H 0.2107 2.5978 1.3838  O4 0.984
7 O -1.1542 0.6267 -2.6583  H8 1.037, H9 0.816
8 H -1.1719 -0.3614 -2.3434  O7 1.037
9 H -1.4838 1.1452 -2.1212  O7 0.816
10 O -0.0292 0.4381 0.4940  H11 1.085, H12 0.948
11 H 0.1788 -0.2844 -0.2880  O10 1.085
12 H -0.8704 0.7578 0.1949  O10 0.948
13 O 1.4487 0.6622 2.8876  H14 1.034, H15 1.015
14 H 1.1662 0.6419 1.8931  O13 1.034
15 H 0.6690 0.1415 3.2762  O13 1.015
16 O -1.1394 -2.2615 -1.9173  H17 0.986, H18 0.947
17 H -1.3187 -2.6436 -1.0267  O16 0.986
18 H -1.7845 -2.7102 -2.4460  O16 0.947
19 O -2.6158 1.6378 -0.4965  H20 1.014, H21 0.960
20 H -2.7637 2.6246 -0.3153  O19 1.014
21 H -3.3110 1.0321 -0.2291  O19 0.960
22 O 2.0826 -2.4199 1.3163  H23 0.980, H24 0.948
23 H 1.5505 -3.2011 1.0570  O22 0.980
24 H 1.7544 -1.7125 0.7769  O22 0.948
25 O 1.2744 1.9419 -2.4936  H26 0.887, H27 1.057
26 H 1.8064 1.5144 -3.0597  O25 0.887
27 H 0.4500 1.2834 -2.5483  O25 1.057
28 O -0.9280 -1.3236 3.3131  H29 0.938, H30 0.940
29 H -1.2087 -1.3699 2.4190  O28 0.938
30 H -1.4046 -1.9252 3.8565  O28 0.940

- Kohn-Sham gap: 8.840 eV
- Multiplicity: 1
- SMILES: O.O.O.O.O.O.O.O.O.O
- LUMO level: -0.652 eV
- Maximum force: 14.74 eV/Å
- E_HOMO: -9.49 eV
- E_tot: -20796.9580 eV

---

Computed, not measured: a 10-piece molecular cluster, H20O10 overall, with ωB97M-V/def2-TZVPD.

Each atom is followed by the atoms it is bonded to, with distances in Å.
CARTESIAN COORDINATES (ANGSTROEM)
1 O 1.7059 -2.5042 2.2264  H2 0.957, H3 0.957
2 H 0.7573 -2.5173 2.3539  O1 0.957
3 H 2.0449 -2.0436 2.9940  O1 0.957
4 O -0.1728 2.3208 -0.9474  H5 0.957, H6 0.957
5 H -0.6378 3.0322 -0.5071  O4 0.957
6 H 0.5177 2.7578 -1.4458  O4 0.957
7 O 0.2751 -2.5113 -1.6931  H8 0.957, H9 0.957
8 H -0.1332 -2.6749 -2.5432  O7 0.957
9 H 0.8889 -1.7950 -1.8554  O7 0.957
10 O 0.1292 0.3632 4.0428  H11 0.957, H12 0.957
11 H -0.5241 0.3853 3.3435  O10 0.957
12 H 0.4856 -0.5246 4.0103  O10 0.957
13 O -1.3666 0.3271 -2.4350  H14 0.957, H15 0.957
14 H -1.7119 0.6224 -3.2775  O13 0.957
15 H -0.8942 1.0849 -2.0904  O13 0.957
16 O -0.5077 -0.3715 0.7132  H17 0.957, H18 0.957
17 H -0.6886 0.5529 0.5428  O16 0.957
18 H -0.6378 -0.8013 -0.1321  O16 0.957
19 O 2.0000 1.3518 1.7553  H20 0.957, H21 0.957
20 H 1.0532 1.2375 1.6737  O19 0.957
21 H 2.3734 0.6543 1.2165  O19 0.957
22 O -1.7506 1.7310 2.4303  H23 0.957, H24 0.957
23 H -1.5844 2.6732 2.3995  O22 0.957
24 H -1.8283 1.5314 3.3632  O22 0.957
25 O 1.8172 -0.0017 -2.1308  H26 0.957, H27 0.957
26 H 2.2862 0.7343 -2.5239  O25 0.957
27 H 1.9084 0.1320 -1.1874  O25 0.957
28 O -1.9396 -2.2843 -3.3033  H29 0.957, H30 0.957
29 H -1.7231 -1.4938 -2.8088  O28 0.957
30 H -2.1422 -1.9686 -4.1839  O28 0.957

- Kohn-Sham gap (alpha / beta): 10.645 / 2.873 eV
- Multiplicity: 2
- LUMO level (alpha / beta): -3.282 / -10.933 eV
- Total charge: +1
- Maximum force: 1.91 eV/Å
- E_HOMO (alpha / beta): -13.93 / -13.81 eV
- ⟨S²⟩: 0.7563
- E_tot: -20788.9006 eV

---

Computed, not measured: a 10-piece molecular cluster, H20O10 overall, with ωB97M-V/def2-TZVPD.

Each atom is followed by the atoms it is bonded to, with distances in Å.
CARTESIAN COORDINATES (ANGSTROEM)
1 O 2.4966 -2.7912 1.1246  H2 0.958, H3 0.957
2 H 2.1361 -3.4939 0.5823  O1 0.958
3 H 2.2433 -1.8759 1.0082  O1 0.957
4 O -3.0007 -1.8769 1.4750  H5 0.969, H6 0.971
5 H -2.8301 -2.3685 2.2921  O4 0.969
6 H -3.3979 -1.0312 1.7401  O4 0.971
7 O 0.4884 2.8314 -2.5565  H8 1.011, H9 0.951
8 H 1.0347 2.2675 -3.1940  O7 1.011
9 H 0.7591 3.7337 -2.6878  O7 0.951
10 O -1.2659 -1.8629 -2.1501  H11 1.041, H12 0.939
11 H -2.0450 -1.2570 -2.4822  O10 1.041
12 H -0.9360 -1.3147 -1.4625  O10 0.939
13 O 3.4362 -1.2041 -0.4481  H14 0.986, H15 0.990
14 H 2.9581 -0.3497 -0.3338  O13 0.986
15 H 2.9568 -1.5877 -1.2253  O13 0.990
16 O 1.4706 0.0275 -3.8315  H17 0.956, H18 0.967
17 H 0.6946 -0.4566 -4.1113  O16 0.956
18 H 1.1405 0.2862 -2.9597  O16 0.967
19 O -0.4675 2.6454 2.7488  H20 0.977, H21 0.980
20 H -0.7701 3.5673 2.6316  O19 0.977
21 H -0.3872 2.4056 3.6953  O19 0.980
22 O 1.0074 -0.2594 -0.3212  H23 0.960, H24 1.010
23 H 0.4644 -0.2754 0.4700  O22 0.960
24 H 0.3662 0.2843 -0.8808  O22 1.010
25 O 0.2939 -0.0788 3.0519  H26 0.978, H27 0.984
26 H 0.5318 -0.9821 3.3403  O25 0.978
27 H 1.1628 -0.1368 2.5928  O25 0.984
28 O -3.6298 1.3690 0.8641  H29 0.999, H30 0.998
29 H -2.7647 1.8661 0.8175  O28 0.999
30 H -4.1466 1.9185 0.2102  O28 0.998

- Kohn-Sham gap (alpha / beta): 9.546 / 3.274 eV
- Multiplicity: 2
- LUMO level (alpha / beta): -4.116 / -10.388 eV
- Total charge: +1
- Maximum force: 3.67 eV/Å
- E_HOMO (alpha / beta): -13.66 / -13.66 eV
- ⟨S²⟩: 0.7582
- E_tot: -20787.7339 eV

---

Computed, not measured: a 10-piece molecular cluster, H21O10 overall, with ωB97M-V/def2-TZVPD.

Each atom is followed by the atoms it is bonded to, with distances in Å.
CARTESIAN COORDINATES (ANGSTROEM)
1 O -1.2801 3.2179 1.8260  H12 0.924, H24 1.024
2 H 1.3015 -2.0435 3.6757  O13 0.979
3 H 2.3127 0.7999 1.3445  O7 0.880
4 O 0.4995 -0.1353 -0.9163  H6 1.074, H14 0.996, H18 1.086
5 H -2.6682 1.3897 2.9607  O19 1.087
6 H 0.9145 0.0486 0.0572  O4 1.074
7 O 1.7339 0.1430 1.2552  H3 0.880, H30 1.067
8 H -1.7071 -0.3220 -4.0396  O27 1.003
9 H 2.2013 -0.3560 -3.6783  O22 0.869
10 O -0.6580 -3.5714 0.5883  H11 1.006, H15 0.973
11 H -0.4679 -4.0224 1.4675  O10 1.006
12 H -1.0438 2.3802 1.5166  O1 0.924
13 O 0.5687 -1.8736 3.0491  H2 0.979, H23 0.922
14 H 0.9522 0.4534 -1.5801  O4 0.996
15 H -0.5955 -4.4763 0.2371  O10 0.973
16 O -0.2781 3.2138 -0.6159  H17 0.950, H26 0.904
17 H -0.6512 3.7346 0.0860  O16 0.950
18 H -0.2093 -0.9455 -1.0584  O4 1.086
19 O -1.6255 1.0886 3.0201  H5 1.087, H21 0.903
20 H 2.9523 0.7338 -3.3014  O22 0.937
21 H -1.4421 0.7486 3.8363  O19 0.903
22 O 2.4911 0.0014 -2.9417  H9 0.869, H20 0.937
23 H 0.3268 -1.1866 3.6139  O13 0.922
24 H -0.5999 3.3844 2.5735  O1 1.024
25 O -0.8754 -2.0861 -2.0248  H29 0.989, H31 0.910
26 H 0.5167 2.9586 -0.2679  O16 0.904
27 O -0.8661 0.0223 -3.6155  H8 1.003, H28 0.836
28 H -0.3546 0.5715 -3.9834  O27 0.836
29 H -0.9115 -1.4173 -2.7528  O25 0.989
30 H 0.9614 0.2261 1.9866  O7 1.067
31 H -1.4982 -2.6805 -2.3181  O25 0.910

- Kohn-Sham gap: 10.563 eV
- Multiplicity: 1
- LUMO level: -3.023 eV
- Total charge: +1
- Maximum force: 12.01 eV/Å
- E_HOMO: -13.59 eV
- E_tot: -20805.9418 eV